--- one ---
DFT (wB97M-V/def2-TZVPD) results for a 13-piece molecular cluster, C78H65F13 overall.

Calculated values
HOMO-LUMO gap, Ha: 0.35079

Bonds (Å) are listed after each position.
Element x y z (Å)
1 F -3.31346 2.14971 1.66681  C2 1.330
2 C -4.12512 3.07226 1.15701  F1 1.330, C3 1.377, C7 1.367
3 C -3.93208 4.40556 1.44322  C2 1.377, C4 1.412, H8 1.080
4 C -4.81039 5.37397 0.91111  C3 1.412, C5 1.352, H9 1.080
5 C -5.93410 5.02288 0.24614  C4 1.352, C6 1.409, H10 1.080
6 C -6.10279 3.67568 -0.13161  C5 1.409, C7 1.408, H11 1.080
7 C -5.21351 2.72521 0.40609  C2 1.367, C6 1.408, H12 1.080
8 H -3.10175 4.82245 1.99381  C3 1.080
9 H -4.56837 6.38730 1.19572  C4 1.080
10 H -6.68399 5.74291 -0.04649  C5 1.080
11 H -6.86900 3.29064 -0.78818  C6 1.080
12 H -5.33769 1.68468 0.14479  C7 1.080
13 F -2.63839 -4.98315 2.96327  C14 1.367
14 C -3.04767 -3.68701 3.10437  F13 1.367, C15 1.384, C19 1.401
15 C -3.98293 -3.30208 4.04982  C14 1.384, C16 1.408, H20 1.080
16 C -4.25957 -1.92884 4.19612  C15 1.408, C17 1.395, H21 1.080
17 C -3.75861 -0.98431 3.30046  C16 1.395, C18 1.400, H22 1.080
18 C -2.85124 -1.43197 2.33215  C17 1.400, C19 1.398, H23 1.080
19 C -2.47490 -2.77272 2.21003  C14 1.401, C18 1.398, H24 1.080
20 H -4.43975 -4.00024 4.73561  C15 1.080
21 H -4.87566 -1.63823 5.03420  C16 1.080
22 H -3.98128 0.07120 3.35243  C17 1.080
23 H -2.47473 -0.74795 1.58598  C18 1.080
24 H -1.73013 -3.02947 1.47124  C19 1.080
25 F 0.68847 7.46357 -0.40982  C26 1.354
26 C 0.05091 6.28065 -0.57681  F25 1.354, C27 1.399, C31 1.392
27 C -0.43272 5.92928 -1.84200  C26 1.399, C28 1.423, H32 1.080
28 C -0.94740 4.61340 -2.01446  C27 1.423, C29 1.366, H33 1.080
29 C -0.97053 3.71992 -0.98171  C28 1.366, C30 1.358, H34 1.080
30 C -0.45250 4.06358 0.22586  C29 1.358, C31 1.408, H35 1.080
31 C 0.01194 5.36958 0.47442  C26 1.392, C30 1.408, H36 1.080
32 H -0.38278 6.74467 -2.54843  C27 1.080
33 H -1.33223 4.28604 -2.96900  C28 1.080
34 H -1.46013 2.76226 -1.07959  C29 1.080
35 H -0.45715 3.36796 1.05199  C30 1.080
36 H 0.58604 5.56058 1.36904  C31 1.080
37 F 3.54957 1.44848 -6.81793  C38 1.349
38 C 3.04779 2.06386 -5.72775  F37 1.349, C39 1.387, C43 1.384
39 C 2.81450 1.31937 -4.58139  C38 1.387, C40 1.383, H44 1.080
40 C 2.27498 1.89959 -3.44749  C39 1.383, C41 1.376, H45 1.080
41 C 2.00824 3.24921 -3.44272  C40 1.376, C42 1.403, H46 1.080
42 C 2.17831 3.97749 -4.63017  C41 1.403, C43 1.358, H47 1.080
43 C 2.81266 3.42773 -5.69755  C38 1.384, C42 1.358, H48 1.080
44 H 2.98890 0.25359 -4.59055  C39 1.080
45 H 1.93275 1.27229 -2.63769  C40 1.080
46 H 1.52735 3.66674 -2.57046  C41 1.080
47 H 2.00857 5.04378 -4.65470  C42 1.080
48 H 2.95933 4.00752 -6.59685  C43 1.080
49 F 2.52313 -0.50111 2.75174  C50 1.342
50 C 1.90354 -0.85944 3.88672  F49 1.342, C51 1.392, C55 1.378
51 C 0.52524 -0.75628 4.05467  C50 1.392, C52 1.344, H56 1.080
52 C -0.06866 -1.22486 5.16503  C51 1.344, C53 1.414, H57 1.080
53 C 0.74716 -1.79685 6.16851  C52 1.414, C54 1.350, H58 1.080
54 C 2.09523 -1.83001 6.10100  C53 1.350, C55 1.384, H59 1.080
55 C 2.65429 -1.38246 4.91721  C50 1.378, C54 1.384, H60 1.080
56 H -0.10236 -0.29422 3.30699  C51 1.080
57 H -1.14301 -1.28460 5.25783  C52 1.080
58 H 0.28415 -2.17738 7.06696  C53 1.080
59 H 2.75081 -2.35642 6.77887  C54 1.080
60 H 3.70685 -1.43459 4.68098  C55 1.080
61 F 1.49302 -4.47400 -2.92414  C62 1.362
62 C 0.92681 -4.10062 -4.10490  F61 1.362, C63 1.408, C67 1.380
63 C 1.54630 -3.12083 -4.90420  C62 1.408, C64 1.382, H68 1.080
64 C 0.94673 -2.66366 -6.06223  C63 1.382, C65 1.344, H69 1.080
65 C -0.18153 -3.27577 -6.45908  C64 1.344, C66 1.388, H70 1.080
66 C -0.85496 -4.19017 -5.66081  C65 1.388, C67 1.419, H71 1.080
67 C -0.34573 -4.55254 -4.38708  C62 1.380, C66 1.419, H72 1.080
68 H 2.54778 -2.78495 -4.67921  C63 1.080
69 H 1.51097 -1.98662 -6.68644  C64 1.080
70 H -0.55960 -2.99092 -7.42982  C65 1.080
71 H -1.81385 -4.60063 -5.94092  C66 1.080
72 H -0.83636 -5.27316 -3.74960  C67 1.080
73 F 5.82772 1.58956 1.66385  C74 1.348
74 C 5.06782 2.37731 0.87749  F73 1.348, C75 1.390, C79 1.410
75 C 5.56440 3.56513 0.35381  C74 1.390, C76 1.388, H80 1.080
76 C 4.71932 4.33060 -0.43827  C75 1.388, C77 1.383, H81 1.080
77 C 3.37126 4.03023 -0.50118  C76 1.383, C78 1.419, H82 1.080
78 C 2.93086 2.75985 -0.04913  C77 1.419, C79 1.376, H83 1.080
79 C 3.72733 1.96129 0.73829  C74 1.410, C78 1.376, H84 1.080
80 H 6.60178 3.80045 0.54054  C75 1.080
81 H 5.04760 5.26042 -0.87879  C76 1.080
82 H 2.76312 4.77734 -0.98943  C77 1.080
83 H 1.92874 2.38946 -0.20719  C78 1.080
84 H 3.45521 1.02608 1.20490  C79 1.080
85 F 4.12301 -2.83525 0.21178  C86 1.355
86 C 4.98400 -2.64533 1.24083  F85 1.355, C87 1.360, C91 1.425
87 C 4.98386 -3.59928 2.21005  C86 1.360, C88 1.380, H92 1.080
88 C 5.85671 -3.51109 3.27517  C87 1.380, C89 1.371, H93 1.080
89 C 6.59415 -2.35723 3.34404  C88 1.371, C90 1.398, H94 1.080
90 C 6.53335 -1.33852 2.38874  C89 1.398, C91 1.348, H95 1.080
91 C 5.79714 -1.47595 1.26755  C86 1.425, C90 1.348, H96 1.080
92 H 4.25038 -4.38988 2.15196  C87 1.080
93 H 5.86840 -4.23474 4.07679  C88 1.080
94 H 7.19063 -2.22446 4.23455  C89 1.080
95 H 7.20205 -0.49272 2.45081  C90 1.080
96 H 5.67092 -0.75390 0.47439  C91 1.080
97 F 2.18831 7.70649 5.10231  C98 1.331
98 C 2.08626 6.52481 4.49840  F97 1.331, C99 1.374, C103 1.383
99 C 1.11023 5.66227 4.93493  C98 1.374, C100 1.382, H104 1.080
100 C 1.02792 4.40683 4.36368  C99 1.382, C101 1.412, H105 1.080
101 C 2.04202 3.95290 3.49206  C100 1.412, C102 1.376, H106 1.080
102 C 3.07584 4.79356 3.15042  C101 1.376, C103 1.395, H107 1.080
103 C 3.04583 6.11757 3.58997  C98 1.383, C102 1.395, H108 1.080
104 H 0.30889 6.00007 5.57535  C99 1.080
105 H 0.15101 3.82879 4.61527  C100 1.080
106 H 1.90151 3.02067 2.96518  C101 1.080
107 H 3.75334 4.46576 2.37588  C102 1.080
108 H 3.73711 6.85584 3.21116  C103 1.080
109 F -4.02927 3.00772 -2.71616  C110 1.304
110 C -4.89098 2.11944 -3.12814  F109 1.304, C111 1.393, C115 1.406
111 C -4.48233 0.80182 -3.32154  C110 1.393, C112 1.362, H116 1.080
112 C -5.36977 -0.11503 -3.79846  C111 1.362, C113 1.392, H117 1.080
113 C -6.69258 0.24836 -4.03562  C112 1.392, C114 1.393, H118 1.080
114 C -7.14670 1.54830 -3.82662  C113 1.393, C115 1.383, H119 1.080
115 C -6.22227 2.48221 -3.39694  C110 1.406, C114 1.383, H120 1.080
116 H -3.46874 0.48296 -3.12825  C111 1.080
117 H -4.97465 -1.12006 -3.78385  C112 1.080
118 H -7.39242 -0.52286 -4.32170  C113 1.080
119 H -8.16631 1.82554 -4.05007  C114 1.080
120 H -6.46334 3.51436 -3.18968  C115 1.080
121 F -0.48318 -7.64142 2.16602  C122 1.369
122 C 0.40509 -6.80362 1.54694  F121 1.369, C123 1.443, C127 1.364
123 C 0.29079 -5.36663 1.60324  C122 1.443, C124 1.380, H128 1.080
124 C 1.08481 -4.54303 0.83225  C123 1.380, C125 1.422, H129 1.080
125 C 1.95159 -5.22113 -0.06765  C124 1.422, C126 1.406, H130 1.080
126 C 2.09864 -6.61532 -0.17703  C125 1.406, C127 1.402, H131 1.080
127 C 1.27936 -7.37420 0.66988  C122 1.364, C126 1.402, H132 1.080
128 H -0.49100 -4.97067 2.23445  C123 1.080
129 H 1.01879 -3.48037 1.01339  C124 1.080
130 H 2.57979 -4.61159 -0.70029  C125 1.080
131 H 2.75358 -7.06683 -0.90750  C126 1.080
132 H 1.30679 -8.45314 0.63074  C127 1.080
133 F -4.48278 -2.64124 -2.11798  C134 1.405
134 C -3.88718 -3.76857 -1.52677  F133 1.405, C135 1.360, C139 1.442
135 C -4.60007 -4.71111 -0.85461  C134 1.360, C136 1.394, H140 1.080
136 C -3.92983 -5.79144 -0.28315  C135 1.394, C137 1.398, H141 1.080
137 C -2.54136 -5.93554 -0.36310  C136 1.398, C138 1.388, H142 1.080
138 C -1.84318 -5.08418 -1.20897  C137 1.388, C139 1.378, H143 1.080
139 C -2.47940 -3.98740 -1.74808  C134 1.442, C138 1.378, H144 1.080
140 H -5.67449 -4.66313 -0.75601  C135 1.080
141 H -4.53434 -6.50465 0.25750  C136 1.080
142 H -1.97078 -6.61513 0.25255  C137 1.080
143 H -0.76461 -5.11699 -1.16401  C138 1.080
144 H -1.95050 -3.31766 -2.40998  C139 1.080
145 F 0.82443 0.94285 1.28820  C146 1.356
146 C 0.60970 0.15222 0.20830  F145 1.356, C147 1.407, C151 1.413
147 C 1.64274 -0.69877 -0.22663  C146 1.407, C148 1.388, H152 1.080
148 C 1.49967 -1.42585 -1.40086  C147 1.388, C149 1.416, H153 1.080
149 C 0.24714 -1.33818 -2.05459  C148 1.416, C150 1.400, H154 1.080
150 C -0.81834 -0.57163 -1.56750  C149 1.400, C151 1.364, H155 1.080
151 C -0.66565 0.11569 -0.39953  C146 1.413, C150 1.364, H156 1.080
152 H 2.58765 -0.60843 0.28853  C147 1.080
153 H 2.22893 -2.06439 -1.87716  C148 1.080
154 H -0.04256 -1.95224 -2.89448  C149 1.080
155 H -1.74519 -0.42021 -2.10080  C150 1.080
156 H -1.44749 0.73867 0.00916  C151 1.080

Here are the Mulliken charges for atoms 1 to 5, given in e:
1. F -0.1435
2. C 0.3988
3. C -0.3616
4. C -0.4474
5. C -0.8899

--- two ---
DFT (wB97M-V/def2-TZVPD) results for a 13-piece molecular cluster, C78H65F13 overall.

Calculated values
HOMO-LUMO gap, Ha: 0.35018

Bonds (Å) are listed after each position.
Element x y z (Å)
1 F 10.60495 18.63602 17.83887  C2 1.364
2 C 10.50819 17.42271 17.22371  F1 1.364, C3 1.406, C7 1.410
3 C 11.54701 16.47693 17.28525  C2 1.406, C4 1.367, H8 1.073
4 C 11.37705 15.24809 16.71170  C3 1.367, C5 1.365, H9 1.071
5 C 10.19436 14.91724 16.11613  C4 1.365, C6 1.420, H10 1.075
6 C 9.14411 15.86433 15.99227  C5 1.420, C7 1.401, H11 1.101
7 C 9.28906 17.12812 16.58029  C2 1.410, C6 1.401, H12 1.088
8 H 12.51548 16.80539 17.61085  C3 1.073
9 H 12.21290 14.58315 16.62640  C4 1.071
10 H 9.95018 13.95320 15.70846  C5 1.075
11 H 8.25854 15.52293 15.43410  C6 1.101
12 H 8.59075 17.96278 16.59007  C7 1.088
13 F 18.65095 21.36757 17.44171  C14 1.357
14 C 18.16163 22.63291 17.47636  F13 1.357, C15 1.413, C19 1.372
15 C 17.47880 23.21006 16.38170  C14 1.413, C16 1.401, H20 1.043
16 C 17.04182 24.53316 16.52551  C15 1.401, C17 1.385, H21 1.100
17 C 17.33413 25.30420 17.63843  C16 1.385, C18 1.377, H22 1.099
18 C 18.00279 24.67907 18.66719  C17 1.377, C19 1.400, H23 1.113
19 C 18.48328 23.36680 18.59036  C14 1.372, C18 1.400, H24 1.116
20 H 17.38885 22.75360 15.44786  C15 1.043
21 H 16.37752 24.95075 15.75494  C16 1.100
22 H 16.90263 26.30407 17.78367  C17 1.099
23 H 18.45717 25.30854 19.46526  C18 1.113
24 H 18.95663 22.98206 19.52519  C19 1.116
25 F 7.52588 17.75249 9.79669  C26 1.368
26 C 8.41864 18.55869 10.44879  F25 1.368, C27 1.365, C31 1.391
27 C 8.43125 18.55979 11.81350  C26 1.365, C28 1.430, H32 1.073
28 C 9.32732 19.48244 12.43835  C27 1.430, C29 1.404, H33 1.110
29 C 10.13359 20.29614 11.62612  C28 1.404, C30 1.393, H34 1.043
30 C 10.01943 20.28788 10.23786  C29 1.393, C31 1.355, H35 1.040
31 C 9.19844 19.38552 9.64719  C26 1.391, C30 1.355, H36 1.100
32 H 7.84082 17.82107 12.32066  C27 1.073
33 H 9.47348 19.41884 13.53716  C28 1.110
34 H 10.75515 21.01569 12.05566  C29 1.043
35 H 10.54551 20.90848 9.59061  C30 1.040
36 H 9.01079 19.19680 8.57936  C31 1.100
37 F 12.71643 24.52209 14.72677  C38 1.339
38 C 11.79198 23.67097 15.18826  F37 1.339, C39 1.423, C43 1.361
39 C 10.43700 24.02406 14.93476  C38 1.423, C40 1.355, H44 1.118
40 C 9.40504 23.25469 15.35720  C39 1.355, C41 1.398, H45 1.056
41 C 9.70840 22.01858 15.93592  C40 1.398, C42 1.390, H46 1.040
42 C 11.04291 21.71933 16.18407  C41 1.390, C43 1.373, H47 1.094
43 C 12.10190 22.53452 15.87091  C38 1.361, C42 1.373, H48 1.062
44 H 10.17419 24.95937 14.38211  C39 1.118
45 H 8.41266 23.52594 15.11912  C40 1.056
46 H 8.99936 21.30430 16.19853  C41 1.040
47 H 11.17363 20.72618 16.62291  C42 1.094
48 H 13.11848 22.38349 16.14034  C43 1.062
49 F 12.40069 22.75870 11.74781  C50 1.338
50 C 13.73410 22.65542 11.78843  F49 1.338, C51 1.386, C55 1.391
51 C 14.27678 21.39444 11.60104  C50 1.386, C52 1.413, H56 1.106
52 C 15.67926 21.23179 11.64906  C51 1.413, C53 1.393, H57 1.098
53 C 16.50815 22.28024 12.04151  C52 1.393, C54 1.409, H58 1.068
54 C 15.94094 23.51797 12.40295  C53 1.409, C55 1.440, H59 1.086
55 C 14.53821 23.72935 12.15621  C50 1.391, C54 1.440, H60 1.097
56 H 13.64578 20.50844 11.40041  C51 1.106
57 H 16.16462 20.30456 11.31737  C52 1.098
58 H 17.57229 22.19280 12.05069  C53 1.068
59 H 16.52957 24.37004 12.72944  C54 1.086
60 H 14.14308 24.73063 12.36939  C55 1.097
61 F 7.65581 14.52360 12.96166  C62 1.380
62 C 8.78625 14.28398 12.20732  F61 1.380, C63 1.383, C67 1.350
63 C 9.88829 15.04373 12.55677  C62 1.383, C64 1.409, H68 1.107
64 C 11.10723 14.80265 11.89227  C63 1.409, C65 1.386, H69 1.100
65 C 11.22865 13.76953 10.97664  C64 1.386, C66 1.374, H70 1.094
66 C 10.07511 13.15352 10.55396  C65 1.374, C67 1.404, H71 1.100
67 C 8.85655 13.36704 11.21873  C62 1.350, C66 1.404, H72 1.098
68 H 9.80284 15.74970 13.40568  C63 1.107
69 H 12.01010 15.28142 12.29799  C64 1.100
70 H 12.18737 13.57779 10.48574  C65 1.094
71 H 10.25756 12.34930 9.82619  C66 1.100
72 H 8.03999 12.71467 10.88276  C67 1.098
73 F 13.45377 10.60047 18.29673  C74 1.302
74 C 13.19996 11.30774 17.23406  F73 1.302, C75 1.401, C79 1.374
75 C 14.02743 12.36738 16.83842  C74 1.401, C76 1.364, H80 1.078
76 C 13.79191 12.92662 15.61710  C75 1.364, C77 1.362, H81 1.111
77 C 12.73489 12.50769 14.86664  C76 1.362, C78 1.388, H82 1.055
78 C 11.83503 11.56620 15.34655  C77 1.388, C79 1.371, H83 1.103
79 C 12.05949 10.95610 16.55340  C74 1.374, C78 1.371, H84 1.059
80 H 14.88581 12.57211 17.45731  C75 1.078
81 H 14.48260 13.72675 15.27626  C76 1.111
82 H 12.59903 12.86078 13.88156  C77 1.055
83 H 10.89430 11.39191 14.79822  C78 1.103
84 H 11.53976 10.14763 16.99735  C79 1.059
85 F 13.30937 14.62636 8.15916  C86 1.355
86 C 13.42765 15.54830 9.14459  F85 1.355, C87 1.409, C91 1.397
87 C 14.37178 15.34215 10.16980  C86 1.409, C88 1.359, H92 1.088
88 C 14.53004 16.33379 11.08589  C87 1.359, C89 1.409, H93 1.077
89 C 13.84189 17.54967 10.90257  C88 1.409, C90 1.373, H94 1.036
90 C 12.92933 17.73614 9.89321  C89 1.373, C91 1.360, H95 1.045
91 C 12.71051 16.73836 8.99492  C86 1.397, C90 1.360, H96 1.093
92 H 14.99748 14.45274 10.18879  C87 1.088
93 H 15.23909 16.26252 11.89340  C88 1.077
94 H 13.97232 18.24482 11.66025  C89 1.036
95 H 12.25364 18.53288 9.86149  C90 1.045
96 H 12.15883 16.90927 8.06749  C91 1.093
97 F 15.34239 20.66504 18.06023  C98 1.342
98 C 15.03930 19.94235 19.14999  F97 1.342, C99 1.420, C103 1.377
99 C 15.99129 19.81382 20.19570  C98 1.420, C100 1.381, H104 1.094
100 C 15.60044 19.09202 21.30620  C99 1.381, C101 1.407, H105 1.120
101 C 14.26322 18.67396 21.43235  C100 1.407, C102 1.390, H106 1.130
102 C 13.37810 18.76108 20.36397  C101 1.390, C103 1.429, H107 1.159
103 C 13.78066 19.38317 19.14159  C98 1.377, C102 1.429, H108 1.018
104 H 17.06000 20.00749 20.06251  C99 1.094
105 H 16.26319 18.80653 22.16268  C100 1.120
106 H 14.10150 18.01221 22.33441  C101 1.130
107 H 12.28213 18.40296 20.48047  C102 1.159
108 H 13.15381 19.62366 18.37612  C103 1.018
109 F 18.61949 16.18736 20.30118  C110 1.388
110 C 17.29438 15.77635 20.32437  F109 1.388, C111 1.386, C115 1.361
111 C 16.47130 16.02710 19.23730  C110 1.386, C112 1.400, H116 1.098
112 C 15.13050 15.63085 19.31811  C111 1.400, C113 1.381, H117 1.114
113 C 14.71505 15.12646 20.53417  C112 1.381, C114 1.337, H118 1.063
114 C 15.52498 14.94577 21.58272  C113 1.337, C115 1.397, H119 1.071
115 C 16.86950 15.32182 21.53536  C110 1.361, C114 1.397, H120 1.064
116 H 16.90448 16.38053 18.29224  C111 1.098
117 H 14.48495 15.69656 18.41244  C112 1.114
118 H 13.68196 14.89792 20.63578  C113 1.063
119 H 15.04212 14.62118 22.48236  C114 1.071
120 H 17.55413 15.24130 22.34622  C115 1.064
121 F 19.47217 14.11902 12.50144  C122 1.338
122 C 18.88023 15.30771 12.66523  F121 1.338, C123 1.379, C127 1.371
123 C 18.36246 15.55365 13.91992  C122 1.379, C124 1.380, H128 1.090
124 C 17.67023 16.73180 14.11052  C123 1.380, C125 1.423, H129 1.080
125 C 17.46205 17.63573 13.03141  C124 1.423, C126 1.389, H130 1.111
126 C 18.05021 17.34333 11.80787  C125 1.389, C127 1.406, H131 1.089
127 C 18.83939 16.19509 11.62093  C122 1.371, C126 1.406, H132 1.076
128 H 18.46718 14.85868 14.75270  C123 1.090
129 H 17.08558 16.91266 15.00064  C124 1.080
130 H 16.91476 18.55518 13.33151  C125 1.111
131 H 18.04636 18.07626 11.00206  C126 1.089
132 H 19.23127 15.99622 10.63822  C127 1.076
133 F 9.17291 22.80378 19.29569  C134 1.360
134 C 10.45520 23.25253 19.23502  F133 1.360, C135 1.435, C139 1.380
135 C 10.68171 24.66934 19.20324  C134 1.435, C136 1.444, H140 1.115
136 C 12.07192 25.05792 19.19720  C135 1.444, C137 1.423, H141 1.108
137 C 13.10929 24.10141 19.38332  C136 1.423, C138 1.419, H142 1.063
138 C 12.76956 22.73171 19.53360  C137 1.419, C139 1.399, H143 1.058
139 C 11.44733 22.30410 19.37581  C134 1.380, C138 1.399, H144 1.092
140 H 9.77879 25.30014 19.37721  C135 1.115
141 H 12.30080 26.12641 19.01624  C136 1.108
142 H 14.12392 24.41132 19.31529  C137 1.063
143 H 13.47483 21.97574 19.75807  C138 1.058
144 H 11.25050 21.23137 19.43451  C139 1.092
145 F 14.61974 16.12235 15.89971  C146 1.384
146 C 14.24407 17.39072 15.49124  F145 1.384, C147 1.373, C151 1.365
147 C 14.89299 18.50905 15.95287  C146 1.373, C148 1.376, H152 1.037
148 C 14.53954 19.70420 15.36925  C147 1.376, C149 1.387, H153 1.062
149 C 13.57698 19.74646 14.37133  C148 1.387, C150 1.394, H154 1.064
150 C 12.85336 18.60842 14.01689  C149 1.394, C151 1.435, H155 1.134
151 C 13.25607 17.33882 14.55122  C146 1.365, C150 1.435, H156 1.141
152 H 15.63626 18.54089 16.67544  C147 1.037
153 H 15.03294 20.54836 15.78247  C148 1.062
154 H 13.39343 20.70897 13.95768  C149 1.064
155 H 12.03695 18.69546 13.23529  C150 1.134
156 H 12.84282 16.33378 14.20257  C151 1.141

Here are the Mulliken charges for atoms 1 to 5, given in e:
1. F -0.2554
2. C -0.0340
3. C 0.0815
4. C 0.0557
5. C -0.5420

one takes first place; second place is 23.6 kcal/mol up.